{"formula": "C9H23B3BrNO4SiTi", "method": "ωB97M-V with the def2-TZVPD basis set", "elements": ["Br", "Ti", "Si", "O", "O", "O", "O", "N", "C", "C", "C", "C", "C", "C", "C", "C", "C", "B", "B", "B", "H", "H", "H", "H", "H", "H", "H", "H", "H", "H", "H", "H", "H", "H", "H", "H", "H", "H", "H", "H", "H", "H", "H"], "positions_angstrom": [[2.718, 0.683, 2.012], [2.746, -2.632, -2.517], [-3.646, 0.623, 0.149], [2.069, 0.172, -1.392], [-1.984, 0.448, -0.142], [3.365, -1.446, -0.255], [1.375, -2.084, -1.217], [0.820, -4.056, 0.765], [-1.435, -0.710, -0.668], [3.576, 2.501, -0.094], [-4.530, 0.564, -1.489], [-4.211, -0.788, 1.219], [3.730, 1.061, 0.384], [1.874, -3.128, 1.165], [-3.846, 2.242, 1.008], [4.517, 3.464, 0.625], [-0.464, -0.310, -1.841], [0.975, -0.636, -1.484], [3.087, -0.046, -0.461], [2.246, -2.193, 0.014], [2.782, -3.701, 1.398], [-0.558, 0.763, -2.002], [-0.040, -3.566, 0.534], [-5.559, 0.229, -1.344], [0.573, -4.677, 1.531], [-3.244, 3.037, 0.564], [3.765, 2.515, -1.172], [-3.589, 2.165, 2.064], [-3.733, -0.761, 2.200], [-2.178, -1.418, -1.049], [4.658, 3.177, 1.668], [4.123, 4.478, 0.617], [-4.030, -1.773, 0.782], [4.771, 0.837, 0.625], [1.697, -2.514, 2.063], [-4.066, -0.138, -2.186], [-5.289, -0.703, 1.372], [2.540, 2.808, 0.050], [5.502, 3.480, 0.160], [-0.775, -0.816, -2.761], [-4.550, 1.541, -1.974], [-4.893, 2.546, 0.942], [-0.887, -1.236, 0.134]], "forces_ev_per_angstrom": [[-0.30, -0.09, 0.20], [-0.44, 0.49, 1.08], [-0.21, -0.03, -0.04], [-0.20, 0.06, 0.12], [0.16, -0.06, 0.01], [0.31, -0.32, -0.02], [0.17, -0.33, -0.33], [-0.32, 0.04, 0.03], [0.09, 0.16, 0.11], [-0.13, 0.04, 0.16], [0.07, -0.04, -0.07], [0.09, -0.07, 0.06], [0.83, 0.12, -0.73], [0.08, -0.15, -0.07], [0.02, 0.06, 0.05], [0.09, 0.00, 0.06], [-0.02, -0.17, -0.01], [0.07, 0.18, -0.30], [-0.27, -0.01, 0.10], [0.06, 0.03, -0.37], [0.01, 0.09, 0.09], [-0.08, 0.02, -0.04], [0.10, -0.03, 0.04], [-0.02, 0.08, -0.03], [0.17, -0.02, -0.12], [0.00, -0.02, -0.04], [-0.01, 0.05, 0.01], [0.02, 0.03, 0.02], [-0.03, 0.00, 0.00], [-0.02, 0.05, -0.01], [-0.10, 0.03, 0.06], [0.03, -0.01, -0.06], [-0.02, 0.02, -0.04], [-0.03, -0.03, 0.13], [-0.04, -0.01, 0.03], [-0.01, -0.04, 0.00], [-0.02, -0.03, 0.05], [-0.05, -0.03, -0.10], [-0.01, -0.02, -0.01], [0.00, 0.01, 0.01], [-0.02, -0.01, 0.01], [-0.01, 0.03, 0.04], [-0.03, -0.05, -0.07]], "total_energy_ev": -122439.0465, "homo_ev": -14.6, "gap_ev": 4.55, "charge": 2, "lumo_ev": -10.042, "molar_mass_g_mol": 397.58}